Entry 1:
Entry from OMol25: 40 unconnected molecules or ions with the total composition H80O40 in a non-equilibrium geometry (the ωB97M-V functional and the def2-TZVPD basis).

Bonds (Å) are listed after each position.
Element x y z (Å)
1 H -1.42 -2.46 3.75  O3 1.031
2 H -2.97 -2.78 3.75  O3 0.950
3 O -2.36 -2.06 3.65  H1 1.031, H2 0.950
4 H -1.61 5.45 -0.81  O6 0.900
5 H -2.64 6.43 -0.89  O6 1.033
6 O -1.61 6.34 -0.96  H4 0.900, H5 1.033
7 H -0.90 -0.97 2.97  O9 1.075
8 H 0.47 0.05 3.01  O9 0.996
9 O -0.07 -0.59 3.54  H7 1.075, H8 0.996
10 H -5.08 0.08 1.90  O12 1.092
11 H -4.76 -1.16 1.22  O12 0.975
12 O -5.62 -0.80 1.54  H10 1.092, H11 0.975
13 H -3.35 2.98 -2.25  O15 1.074
14 H -3.19 2.96 -0.71  O15 0.967
15 O -3.23 3.63 -1.40  H13 1.074, H14 0.967
16 H 0.64 -6.45 -0.05  O17 0.963
17 O 1.04 -5.81 -0.65  H16 0.963, H95 1.102
18 H -2.58 -5.34 1.80  O19 0.916
19 O -2.39 -4.45 1.73  H18 0.916, H97 0.922
20 H -0.81 -3.87 -1.67  O22 1.052
21 H 0.03 -2.58 -2.29  O22 1.010
22 O -0.06 -3.59 -2.35  H20 1.052, H21 1.010
23 H -5.14 3.69 2.37  O25 0.969
24 H -5.53 2.20 1.87  O25 1.010
25 O -4.87 2.76 2.39  H23 0.969, H24 1.010
26 H 0.08 -2.72 -4.97  O28 1.005
27 H -0.63 -1.60 -4.69  O28 0.963
28 O -0.61 -2.18 -5.46  H26 1.005, H27 0.963
29 H -3.74 0.93 -0.41  O31 0.981
30 H -4.59 0.23 -1.57  O31 1.046
31 O -4.21 1.15 -1.24  H29 0.981, H30 1.046
32 H -5.51 -2.30 -2.72  O33 0.848
33 O -4.96 -1.80 -2.31  H32 0.848, H98 1.043
34 H 5.49 -0.75 -3.07  O36 1.005
35 H 4.42 0.21 -3.61  O36 0.953
36 O 5.17 -0.29 -3.91  H34 1.005, H35 0.953
37 H 0.47 -0.21 6.67  O39 0.996
38 H -0.10 -1.62 6.45  O39 0.928
39 O 0.69 -1.18 6.66  H37 0.996, H38 0.928
40 H 1.68 2.82 5.71  O42 0.950
41 H 2.28 1.91 4.66  O42 1.031
42 O 1.52 2.59 4.80  H40 0.950, H41 1.031
43 H 1.95 1.54 -4.09  O45 0.905
44 H 2.51 1.01 -2.85  O45 0.939
45 O 1.84 0.88 -3.49  H43 0.905, H44 0.939
46 H -2.94 3.00 5.16  O48 0.982
47 H -1.29 3.19 5.11  O48 0.960
48 O -2.14 3.49 5.44  H46 0.982, H47 0.960
49 H 4.68 -1.11 1.03  O51 1.009
50 H 3.43 -1.63 0.24  O51 0.993
51 O 4.27 -1.95 0.67  H49 1.009, H50 0.993
52 H 1.55 -1.36 -1.14  O53 0.875
53 O 1.43 -0.52 -0.92  H52 0.875, H94 0.992
54 H 1.98 4.02 3.31  O56 0.958
55 H 2.20 2.77 2.44  O56 0.969
56 O 2.55 3.65 2.64  H54 0.958, H55 0.969
57 H -0.90 0.25 4.73  O58 0.875
58 O -1.06 1.04 5.06  H57 0.875, H96 1.057
59 H 3.78 -3.27 -4.29  O61 0.943
60 H 4.61 -1.98 -4.32  O61 1.037
61 O 3.90 -2.50 -3.76  H59 0.943, H60 1.037
62 H -0.50 -1.21 0.25  O64 1.072
63 H -0.85 -2.14 1.67  O64 0.959
64 O -1.17 -1.49 1.03  H62 1.072, H63 0.959
65 H 0.96 2.08 0.86  O67 0.996
66 H 1.65 0.52 0.76  O67 1.001
67 O 1.17 1.21 1.30  H65 0.996, H66 1.001
68 H -0.31 5.08 1.73  O70 0.945
69 H 0.54 4.75 0.56  O70 0.963
70 O 0.54 4.74 1.52  H68 0.945, H69 0.963
71 H 0.24 3.45 -3.89  O73 1.019
72 H 1.55 4.15 -4.33  O73 0.932
73 O 1.25 3.48 -3.76  H71 1.019, H72 0.932
74 H 2.17 3.77 -1.01  O76 0.956
75 H 1.49 2.54 -1.68  O76 0.821
76 O 2.09 2.84 -1.21  H74 0.956, H75 0.821
77 H 4.33 -4.27 0.05  O79 1.015
78 H 3.93 -5.00 1.51  O79 1.007
79 O 4.06 -5.13 0.52  H77 1.015, H78 1.007
80 H 4.29 -0.70 -1.49  O82 0.952
81 H 4.86 0.78 -0.81  O82 0.887
82 O 4.85 0.05 -1.31  H80 0.952, H81 0.887
83 H -2.63 1.08 1.68  O85 0.914
84 H -2.07 0.00 0.61  O85 1.030
85 O -2.83 0.62 0.92  H83 0.914, H84 1.030
86 H 3.16 -2.65 -0.94  O88 1.056
87 H 2.07 -3.75 -1.32  O88 0.976
88 O 2.20 -3.01 -0.70  H86 1.056, H87 0.976
89 H -2.74 3.57 1.97  O90 0.914
90 O -1.85 3.61 2.16  H89 0.914, H99 0.898
91 H -2.91 -2.01 1.11  O93 0.970
92 H -3.37 -1.65 -0.23  O93 1.053
93 O -3.46 -2.45 0.45  H91 0.970, H92 1.053
94 H 0.74 -0.20 -1.55  O53 0.992
95 H 2.04 -5.95 -0.20  O17 1.102
96 H -0.74 1.83 4.44  O58 1.057
97 H -2.96 -4.23 1.03  O19 0.922
98 H -4.30 -2.31 -1.69  O33 1.043
99 H -1.71 3.44 3.03  O90 0.898
100 O 0.77 -3.34 3.43  H101 0.933, H102 0.965
101 H 1.32 -3.85 3.99  O100 0.933
102 H 1.01 -2.48 3.79  O100 0.965
103 O -0.34 1.37 -1.02  H104 0.982, H105 0.955
104 H -0.18 2.11 -0.40  O103 0.982
105 H 0.21 1.39 -1.80  O103 0.955
106 O 1.62 -4.74 -4.18  H107 0.891, H108 0.865
107 H 1.61 -4.08 -3.58  O106 0.891
108 H 1.74 -5.52 -3.82  O106 0.865
109 O -1.59 -0.66 -1.67  H110 1.035, H111 0.996
110 H -0.97 -1.06 -2.39  O109 1.035
111 H -2.03 -0.01 -2.27  O109 0.996
112 O -1.18 3.36 -4.52  H113 1.025, H114 0.904
113 H -1.44 3.09 -5.47  O112 1.025
114 H -1.90 3.63 -4.04  O112 0.904
115 O 4.19 2.19 -0.47  H116 0.941, H117 0.954
116 H 3.32 2.40 -0.18  O115 0.941
117 H 4.69 3.00 -0.33  O115 0.954
118 O 0.34 -0.76 -3.55  H119 1.014, H120 0.946
119 H 1.05 -1.04 -4.22  O118 1.014
120 H 0.22 0.16 -3.73  O118 0.946

Calculated values
Highest occupied orbital energy = -10.3 eV
Largest force on an atom = 11.84 eV Å⁻¹
Total charge = 0
ΔE to the lowest compared entry with this formula, charge and spin = 383.2 kcal per mole

---

Entry 2:
Entry from OMol25: 40 unconnected molecules or ions with the total composition H80O40 in a non-equilibrium geometry (the ωB97M-V functional and the def2-TZVPD basis).

Bonds (Å) are listed after each position.
Element x y z (Å)
1 H -1.45 2.30 -3.17  O3 0.947
2 H -0.79 1.72 -4.38  O3 0.963
3 O -1.63 2.09 -4.07  H1 0.947, H2 0.963
4 H -4.53 -0.21 2.40  O6 1.071
5 H -3.90 -0.25 3.91  O6 0.927
6 O -4.41 -0.75 3.32  H4 1.071, H5 0.927
7 H -1.49 -0.98 -1.72  O9 0.918
8 H -2.31 0.34 -2.14  O9 1.049
9 O -1.67 -0.12 -1.45  H7 0.918, H8 1.049
10 H -2.93 -3.30 -3.14  O12 1.010
11 H -1.86 -3.17 -2.15  O12 0.826
12 O -2.14 -3.74 -2.68  H10 1.010, H11 0.826
13 H -0.31 -2.82 4.87  O15 0.935
14 H 0.07 -1.63 3.96  O15 0.899
15 O -0.20 -1.89 4.78  H13 0.935, H14 0.899
16 H 3.85 2.89 -2.34  O17 0.986
17 O 4.82 2.92 -2.48  H16 0.986, H95 1.062
18 H 3.47 -0.66 -1.64  O19 0.905
19 O 3.56 -0.70 -2.54  H18 0.905, H97 0.993
20 H 2.99 1.79 2.38  O22 0.990
21 H 2.25 3.02 2.70  O22 0.991
22 O 2.54 2.53 1.90  H20 0.990, H21 0.991
23 H -4.28 0.99 -5.38  O25 0.848
24 H -3.10 1.58 -4.95  O25 0.981
25 O -3.46 0.88 -5.53  H23 0.848, H24 0.981
26 H -4.20 2.91 -1.40  O28 0.969
27 H -5.05 3.44 -2.61  O28 0.957
28 O -4.83 3.59 -1.69  H26 0.969, H27 0.957
29 H -1.49 4.05 0.45  O31 1.123
30 H -2.36 4.96 -0.27  O31 1.079
31 O -2.60 4.22 0.48  H29 1.123, H30 1.079
32 H 1.49 -0.98 -2.85  O33 1.027
33 O 1.05 -0.33 -3.52  H32 1.027, H98 0.991
34 H 3.36 5.53 -0.10  O36 0.952
35 H 4.22 4.43 0.56  O36 0.994
36 O 3.92 5.38 0.65  H34 0.952, H35 0.994
37 H -4.14 0.28 -3.56  O39 1.077
38 H -4.60 1.16 -2.23  O39 0.999
39 O -4.40 0.22 -2.52  H37 1.077, H38 0.999
40 H -1.49 -4.27 2.45  O42 1.062
41 H -1.24 -3.18 1.35  O42 0.949
42 O -1.09 -4.11 1.48  H40 1.062, H41 0.949
43 H 0.41 -4.99 -2.24  O45 0.934
44 H -0.07 -5.83 -3.45  O45 1.040
45 O 0.68 -5.74 -2.73  H43 0.934, H44 1.040
46 H 2.05 -4.05 -3.53  O48 0.962
47 H 2.71 -5.09 -2.75  O48 0.995
48 O 2.93 -4.40 -3.44  H46 0.962, H47 0.995
49 H 3.76 -1.52 0.84  O51 0.894
50 H 2.42 -1.54 1.55  O51 1.012
51 O 3.42 -1.60 1.66  H49 0.894, H50 1.012
52 H -2.49 0.15 0.44  O53 1.045
53 O -1.88 0.68 1.09  H52 1.045, H94 0.994
54 H -1.32 2.18 5.39  O56 0.939
55 H -2.48 1.75 5.23  O56 0.875
56 O -2.18 2.51 5.55  H54 0.939, H55 0.875
57 H 2.58 -0.50 2.63  O58 1.008
58 O 2.04 0.22 3.08  H57 1.008, H96 0.958
59 H -4.30 1.22 0.46  O61 0.970
60 H -5.36 1.48 1.35  O61 0.985
61 O -4.92 0.68 0.97  H59 0.970, H60 0.985
62 H 1.54 -0.70 0.02  O64 0.911
63 H 0.32 0.00 -0.90  O64 1.038
64 O 1.03 0.04 -0.14  H62 0.911, H63 1.038
65 H -4.55 -3.31 -1.35  O67 0.989
66 H -5.26 -2.08 -0.55  O67 1.004
67 O -4.56 -2.33 -1.22  H65 0.989, H66 1.004
68 H 0.20 5.30 -0.96  O70 1.025
69 H -0.43 3.94 -1.48  O70 0.951
70 O -0.63 4.87 -1.38  H68 1.025, H69 0.951
71 H 0.39 -4.35 3.92  O73 0.996
72 H 0.86 -4.04 5.49  O73 0.993
73 O 0.23 -4.52 4.89  H71 0.996, H72 0.993
74 H 1.69 1.24 -6.73  O76 0.929
75 H 1.87 0.60 -5.35  O76 0.923
76 O 2.19 1.22 -5.95  H74 0.929, H75 0.923
77 H -3.01 -3.01 0.05  O79 0.998
78 H -2.89 -1.72 -0.49  O79 0.983
79 O -2.50 -2.19 0.29  H77 0.998, H78 0.983
80 H 0.60 -3.06 0.36  O82 0.890
81 H 2.10 -3.48 -0.03  O82 0.961
82 O 1.32 -2.93 -0.15  H80 0.890, H81 0.961
83 H -0.12 1.40 3.36  O85 0.920
84 H -1.16 2.31 3.76  O85 0.976
85 O -0.19 2.25 3.71  H83 0.920, H84 0.976
86 H 4.90 1.40 2.72  O88 0.985
87 H 5.34 -0.03 2.85  O88 0.883
88 O 5.09 0.66 3.34  H86 0.985, H87 0.883
89 H 0.84 1.91 -1.13  O90 1.007
90 O 0.67 2.10 -2.10  H89 1.007, H99 1.012
91 H -2.22 3.39 -1.00  O93 0.979
92 H -1.18 2.10 -1.39  O93 1.051
93 O -2.14 2.50 -1.41  H91 0.979, H92 1.051
94 H -1.24 1.01 0.40  O53 0.994
95 H 5.03 3.85 -2.96  O17 1.062
96 H 2.63 0.33 3.83  O58 0.958
97 H 3.94 -1.40 -3.13  O19 0.993
98 H 1.21 0.56 -3.12  O33 0.991
99 H 1.22 2.87 -2.48  O90 1.012
100 O 4.82 -4.23 0.43  H101 0.953, H102 0.937
101 H 4.51 -5.09 0.14  O100 0.953
102 H 4.87 -4.09 1.35  O100 0.937
103 O 5.69 2.35 -0.02  H104 0.990, H105 0.945
104 H 5.34 2.23 -0.94  O103 0.990
105 H 5.03 2.19 0.64  O103 0.945
106 O 2.62 2.54 -0.75  H107 1.084, H108 1.008
107 H 2.28 1.68 -0.19  O106 1.084
108 H 2.52 3.07 0.11  O106 1.008
109 O -2.43 -1.21 5.56  H110 0.931, H111 1.070
110 H -3.16 -1.76 5.75  O109 0.931
111 H -2.11 -1.56 4.60  O109 1.070
112 O -0.28 -1.48 1.72  H113 0.971, H114 0.984
113 H -0.96 -1.27 1.06  O112 0.971
114 H 0.17 -0.65 1.45  O112 0.984
115 O 0.73 -5.22 -0.34  H116 0.987, H117 0.928
116 H 0.86 -6.20 -0.33  O115 0.987
117 H -0.09 -5.01 0.05  O115 0.928
118 O -0.45 3.76 1.97  H119 0.965, H120 0.886
119 H -1.05 4.02 2.68  O118 0.965
120 H 0.33 3.44 2.24  O118 0.886

Calculated values
Highest occupied orbital energy = -10.4 eV
Largest force on an atom = 12.17 eV Å⁻¹
Total charge = 0
ΔE to the lowest compared entry with this formula, charge and spin = 361.3 kcal per mole

---

Entry 3:
Entry from OMol25: 40 unconnected molecules or ions with the total composition H80O40 in a non-equilibrium geometry (the ωB97M-V functional and the def2-TZVPD basis).

Bonds (Å) are listed after each position.
Element x y z (Å)
1 H 1.21 -2.78 -2.07  O3 0.979
2 H 2.10 -3.34 -0.95  O3 0.955
3 O 1.22 -3.00 -1.12  H1 0.979, H2 0.955
4 H -1.78 0.66 -3.46  O6 1.057
5 H -1.51 1.90 -2.83  O6 0.977
6 O -1.04 1.41 -3.53  H4 1.057, H5 0.977
7 H -5.20 1.68 -0.01  O9 0.984
8 H -6.10 0.85 1.03  O9 1.047
9 O -5.84 1.82 0.73  H7 0.984, H8 1.047
10 H -0.69 0.16 4.61  O12 0.949
11 H -0.70 0.56 6.21  O12 0.954
12 O -0.36 0.68 5.33  H10 0.949, H11 0.954
13 H 3.00 3.65 3.76  O15 0.950
14 H 1.33 3.43 3.79  O15 0.939
15 O 2.10 3.94 3.65  H13 0.950, H14 0.939
16 H 2.43 0.06 -0.71  O17 0.985
17 O 2.95 -0.40 -0.01  H16 0.985, H95 0.954
18 H -2.23 -2.38 0.78  O19 0.973
19 O -2.99 -1.79 0.92  H18 0.973, H97 0.911
20 H -4.48 1.75 2.05  O22 1.014
21 H -4.83 1.76 3.54  O22 0.966
22 O -4.19 1.36 2.94  H20 1.014, H21 0.966
23 H -4.82 -0.80 0.19  O25 1.031
24 H -6.03 -1.29 1.35  O25 0.934
25 O -5.70 -0.68 0.72  H23 1.031, H24 0.934
26 H 1.67 -4.32 -4.22  O28 0.943
27 H 1.85 -2.72 -4.46  O28 0.963
28 O 1.33 -3.45 -4.10  H26 0.943, H27 0.963
29 H 1.33 5.03 -4.75  O31 0.939
30 H 0.84 3.63 -5.12  O31 0.953
31 O 1.60 4.20 -5.09  H29 0.939, H30 0.953
32 H -2.19 5.27 -2.13  O33 0.976
33 O -2.34 4.33 -2.34  H32 0.976, H98 1.037
34 H 4.13 -2.53 0.90  O36 0.955
35 H 5.46 -2.04 0.40  O36 0.983
36 O 4.66 -2.52 0.10  H34 0.955, H35 0.983
37 H 4.03 -0.67 3.13  O39 0.925
38 H 5.40 -0.49 2.56  O39 0.977
39 O 4.60 -1.05 2.51  H37 0.925, H38 0.977
40 H -1.56 4.08 4.06  O42 0.961
41 H -0.14 4.26 4.52  O42 0.950
42 O -0.79 3.59 4.38  H40 0.961, H41 0.950
43 H 0.51 5.49 -0.14  O45 0.961
44 H 0.33 6.47 -1.25  O45 1.012
45 O -0.17 6.10 -0.45  H43 0.961, H44 1.012
46 H 3.37 3.56 -3.85  O48 0.984
47 H 4.58 2.75 -4.31  O48 0.962
48 O 3.74 2.65 -3.86  H46 0.984, H47 0.962
49 H -2.50 -6.05 1.14  O51 0.946
50 H -2.86 -4.50 1.78  O51 0.949
51 O -2.61 -5.41 1.83  H49 0.946, H50 0.949
52 H 0.54 2.46 -1.02  O53 1.002
53 O 0.51 1.80 -0.27  H52 1.002, H94 0.947
54 H 2.17 -1.12 4.99  O56 0.975
55 H 1.80 -2.55 4.70  O56 0.965
56 O 2.14 -1.76 4.26  H54 0.975, H55 0.965
57 H 3.04 0.69 2.38  O58 0.987
58 O 2.73 0.84 3.31  H57 0.987, H96 0.963
59 H 3.20 -3.87 3.07  O61 0.945
60 H 2.36 -3.34 2.02  O61 0.995
61 O 3.10 -4.00 2.14  H59 0.945, H60 0.995
62 H -1.36 3.40 -5.55  O64 0.975
63 H -0.65 2.04 -5.09  O64 0.964
64 O -0.62 2.78 -5.71  H62 0.975, H63 0.964
65 H -2.57 -0.88 5.42  O67 0.944
66 H -3.95 -0.32 5.17  O67 0.966
67 O -3.33 -0.56 5.87  H65 0.944, H66 0.966
68 H -3.19 0.69 -1.64  O70 0.949
69 H -4.09 1.20 -2.72  O70 0.948
70 O -3.20 0.93 -2.55  H68 0.949, H69 0.948
71 H -1.31 0.31 0.03  O73 1.004
72 H -1.24 1.75 -0.26  O73 0.995
73 O -1.88 1.01 -0.40  H71 1.004, H72 0.995
74 H 1.24 2.92 -2.65  O76 0.985
75 H -0.18 3.58 -2.45  O76 0.971
76 O 0.72 3.51 -2.07  H74 0.985, H75 0.971
77 H -3.02 4.57 0.85  O79 0.947
78 H -2.82 5.92 0.09  O79 0.936
79 O -3.34 5.45 0.72  H77 0.947, H78 0.936
80 H 4.21 -3.82 -2.04  O82 0.985
81 H 3.74 -4.19 -0.69  O82 0.946
82 O 3.53 -4.38 -1.60  H80 0.985, H81 0.946
83 H -3.53 -1.32 -2.08  O85 0.982
84 H -5.08 -1.71 -1.74  O85 0.938
85 O -4.26 -1.38 -1.42  H83 0.982, H84 0.938
86 H 3.25 -2.49 -3.06  O88 0.961
87 H 4.51 -2.28 -4.06  O88 0.981
88 O 3.91 -2.92 -3.62  H86 0.961, H87 0.981
89 H -2.59 0.40 3.16  O90 0.984
90 O -1.85 -0.20 3.41  H89 0.984, H99 0.955
91 H -0.24 1.96 2.97  O93 1.010
92 H -0.62 0.68 2.17  O93 0.933
93 O -0.07 1.43 2.13  H91 1.010, H92 0.933
94 H 0.93 2.13 0.52  O53 0.947
95 H 2.79 -1.34 -0.09  O17 0.954
96 H 2.03 0.24 3.58  O58 0.963
97 H -3.72 -1.70 0.39  O19 0.911
98 H -2.84 4.53 -3.23  O33 1.037
99 H -2.04 -1.09 3.10  O90 0.955
100 O -1.24 -4.77 -1.90  H101 0.991, H102 0.980
101 H -1.27 -5.62 -1.39  O100 0.991
102 H -0.33 -4.46 -2.07  O100 0.980
103 O -0.69 -2.95 0.70  H104 0.961, H105 0.985
104 H -0.15 -2.69 -0.05  O103 0.961
105 H -1.14 -3.79 0.45  O103 0.985
106 O 0.34 -1.35 2.02  H107 0.945, H108 0.971
107 H -0.49 -0.98 1.77  O106 0.945
108 H 0.99 -0.78 1.58  O106 0.971
109 O -1.09 -1.08 -2.12  H110 0.959, H111 0.988
110 H -0.59 -1.88 -1.95  O109 0.959
111 H -0.57 -0.26 -1.92  O109 0.988
112 O 0.88 -5.46 -0.66  H113 0.958, H114 0.967
113 H 0.49 -4.72 -0.19  O112 0.958
114 H 1.81 -5.34 -0.46  O112 0.967
115 O 4.86 0.96 -0.63  H116 0.935, H117 0.965
116 H 4.65 0.11 -0.29  O115 0.935
117 H 4.75 1.48 0.18  O115 0.965
118 O 2.71 -0.02 -4.14  H119 0.951, H120 0.997
119 H 2.92 0.88 -3.93  O118 0.951
120 H 2.14 0.33 -4.88  O118 0.997

Calculated values
Highest occupied orbital energy = -10.3 eV
Largest force on an atom = 4.51 eV Å⁻¹
Total charge = 0
ΔE to the lowest compared entry with this formula, charge and spin = 215.5 kcal per mole

---

So what do the calculations give for Kohn-Sham gap? Going down the list: 9.7 9.7 9.9 eV.